Computed, not measured: a structure of composition C5H11P at a distorted geometry, with wB97M-V/def2-TZVPD.

Calculated values
**Energy relative to the best compared isomer or geometry (same formula, charge and spin)**: 375.89 kJ/mol
**Molar mass**: 102.1 g/mol
**Total energy**: -14647.42676 eV

```
! wB97M-V def2-TZVPD RIJCOSX def2/J DEFGRID3
* xyz 0 1
P -0.121 0.821 -0.238
C -0.344 2.055 1.142
C 2.092 -1.668 -0.915
C -0.092 -0.629 0.771
C -1.907 0.807 -0.781
C 1.057 -2.030 0.046
H 1.649 -1.263 -1.827
H -1.191 1.780 1.770
H -2.576 0.623 0.059
H -0.511 3.042 0.717
H 0.560 2.078 1.745
H -2.039 0.026 -1.527
H -0.900 -1.064 1.327
H 1.024 -2.933 0.623
H -2.146 1.768 -1.232
H 2.734 -0.881 -0.514
H 2.711 -2.531 -1.167
*
```

natural (NBO) population analysis, charges in e, atoms 1 to 5:
1 P 0.74
2 C -0.91
3 C -0.74
4 C -0.51
5 C -0.91


Computed, not measured: the molecule C5H11PS at a distorted geometry, with wB97M-V/def2-TZVPD.

Calculated values
**Energy relative to the best compared isomer or geometry (same formula, charge and spin)**: 0.00 kJ/mol
**Molar mass**: 134.2 g/mol
**Total energy**: -25487.38470 eV

```
! wB97M-V def2-TZVPD RIJCOSX def2/J DEFGRID3
* xyz 0 1
S 0.946 0.166 3.087
P 0.718 0.340 1.111
C -0.859 -1.258 -0.467
C -1.766 -0.195 0.205
C 1.903 1.328 0.176
C -0.893 1.052 0.466
C 0.515 -1.384 0.098
H -1.327 -2.286 -0.771
H -2.672 0.107 -0.331
H 1.363 2.279 -0.039
H 1.292 -1.368 -0.666
H 2.075 0.799 -0.765
H 2.840 1.741 0.639
H -1.389 1.662 1.256
H -0.750 -0.912 -1.556
H 0.830 -2.247 0.627
H -2.120 -0.618 1.235
H -0.645 1.519 -0.488
*
```

natural (NBO) population analysis, charges in e, atoms 1 to 5:
1 S -0.58
2 P 1.24
3 C -0.44
4 C -0.40
5 C -1.01